1.
Below is a molecular structure, C28H35HfNO6PS2, with properties calculated with ωB97M-V/def2-TZVPD.

The geometry in XYZ format:
```
74
C28H35HfNO6PS2 | the OMol25 dataset | ωB97M-V/def2-TZVPD
Hf -0.2980 -0.4252 -0.7859
O -2.1047 -0.1970 -2.0540
S -1.3793 0.4818 -3.1665
O -2.0400 1.5337 -3.8425
O -0.0868 0.8821 -2.4905
C -1.0735 -0.8421 -4.3223
C -1.4477 -0.5658 -5.6257
C -1.3921 -1.5539 -6.6017
C -0.9782 -2.8277 -6.2708
C -0.5889 -3.1165 -4.9685
C -0.6275 -2.1394 -3.9882
S 0.0842 -2.6343 -2.4294
O -0.9099 -2.4780 -1.3102
O 0.6220 -3.9364 -2.5677
O 1.0604 -1.5365 -2.1242
H -1.8023 0.4270 -5.8619
H -1.6861 -1.3164 -7.6146
H -0.9433 -3.6055 -7.0209
H -0.2320 -4.1015 -4.7052
C -0.2216 -2.7344 2.2675
C 1.2621 -2.7111 1.8948
C 2.1521 -2.9915 3.1021
P 1.6331 -1.1078 1.0677
C 3.4036 -1.0759 0.5929
C 3.7893 -2.3204 -0.2064
C 3.6420 0.2092 -0.2067
C 1.3962 0.2076 2.2816
C 2.1971 0.4439 3.3954
C 1.9143 1.4794 4.2771
C 2.7799 1.7494 5.4777
C 0.7970 2.2705 4.0073
C -0.0046 2.0618 2.8981
C 0.2974 1.0301 2.0156
N -0.4407 0.7615 0.8546
C -1.5340 1.5994 0.4544
C -1.3058 2.8481 -0.1503
C 0.0795 3.4197 -0.2772
C -2.3994 3.5544 -0.6226
C -3.6991 3.0628 -0.5168
C -4.8498 3.8415 -1.0866
C -3.8987 1.8299 0.0937
C -2.8347 1.0900 0.5826
C -3.0548 -0.2653 1.2057
H -0.4651 -3.6649 2.7809
H -0.8613 -2.6772 1.3823
H -0.4680 -1.9070 2.9369
H 1.4429 -3.4652 1.1216
H 1.9527 -2.2806 3.9047
H 3.2129 -2.9466 2.8526
H 1.9429 -3.9912 3.4857
H 3.9866 -1.0361 1.5171
H 3.1840 -2.4091 -1.1097
H 3.6774 -3.2346 0.3764
H 4.8337 -2.2486 -0.5123
H 3.1153 0.1619 -1.1641
H 4.7043 0.3277 -0.4219
H 3.3108 1.0943 0.3411
H 3.0593 -0.1876 3.5781
H 3.5451 0.9833 5.5917
H 2.1841 1.7740 6.3905
H 3.2802 2.7146 5.3861
H 0.5520 3.0791 4.6863
H -0.8614 2.6984 2.7136
H 0.3201 4.0352 0.5920
H 0.1507 4.0453 -1.1653
H 0.8393 2.6402 -0.3420
H -2.2356 4.5139 -1.1005
H -4.8901 3.7089 -2.1697
H -4.7362 4.9071 -0.8906
H -5.8002 3.5107 -0.6718
H -4.9034 1.4335 0.1818
H -4.1176 -0.4544 1.3421
H -2.5519 -0.3480 2.1691
H -2.6802 -1.0781 0.5656
```

Properties
orbital gap = 7.491 eV
lowest unoccupied orbital energy = -3.3 eV
HOMO = -10.8 eV
energy = -2779.8920 a.u.
energy relative to the best compared isomer or geometry (same formula, charge and spin) = 0.00 kJ/mol
charge = +1

Mulliken atomic charge list, values in e, 6 entries:
1. Hf 1.061
2. O -0.589
3. S 2.005
4. O -0.589
5. O -0.719
6. C -0.242

2.
Below is a molecular structure, C28H35N3NiO, with properties calculated with ωB97M-V/def2-TZVPD.

The geometry in XYZ format:
```
68
C28H35N3NiO | the OMol25 dataset | ωB97M-V/def2-TZVPD
Ni 0.3574 -0.0651 0.8549
N 0.3799 -2.5686 3.5593
N 0.0088 -2.3046 -0.1862
C 0.9229 1.8960 0.5281
C 2.0628 1.0957 0.8962
C 1.7839 0.5004 2.1770
C 2.6789 -0.3704 2.9880
H 3.5502 -0.6808 2.4024
H 2.1290 -1.2627 3.3189
H 3.0337 0.1545 3.8857
C 0.5048 0.9763 2.6210
C -0.0755 0.6984 3.9611
H 0.4432 1.2686 4.7455
H 0.0290 -0.3667 4.1973
H -1.1370 0.9628 3.9812
C -0.0216 1.8484 1.6088
C -1.2436 2.6890 1.7289
H -1.9581 2.2288 2.4187
H -1.7277 2.8129 0.7530
H -1.0003 3.6935 2.1079
C 3.3153 0.9498 0.1062
H 4.0346 1.7472 0.3421
H 3.1048 1.0028 -0.9696
H 3.7991 -0.0106 0.3177
C 0.8243 2.7544 -0.6845
H -0.2232 2.9843 -0.9098
H 1.2496 2.2394 -1.5546
H 1.3628 3.7064 -0.5594
C -0.1809 -3.2375 4.5644
H 0.3068 -3.1377 5.5353
C -1.3259 -4.0270 4.3994
H -1.7161 -4.5619 5.2655
C -1.9312 -4.0983 3.1450
H -2.8248 -4.6988 2.9787
C -1.3586 -3.3789 2.0920
H -1.7718 -3.3636 1.0910
C -0.1752 -2.6589 2.3420
C 0.5988 -1.9755 1.3115
H 1.6816 -2.2198 1.3302
C -0.2370 -1.0336 -0.6315
C 0.4648 -3.0733 -1.2444
H 0.7922 -4.0846 -1.0747
C 0.2524 -2.3749 -2.3708
H 0.3612 -2.6708 -3.3950
N -0.1572 -1.0881 -1.9867
C -0.3602 0.0169 -2.8558
C 0.6234 0.3329 -3.8063
C 0.4017 1.4415 -4.6279
H 1.1563 1.6976 -5.3786
C -0.7476 2.2234 -4.5057
C -0.9940 3.3614 -5.4500
H -1.5490 4.1643 -4.9543
H -1.5824 3.0389 -6.3206
H -0.0447 3.7610 -5.8227
C -1.6846 1.9097 -3.5129
H -2.5801 2.5232 -3.3978
C -1.5038 0.8070 -2.6706
C -2.5123 0.4660 -1.6236
H -2.8500 -0.5785 -1.6800
H -3.3907 1.1096 -1.7616
H -2.1270 0.6359 -0.6049
C 1.9046 -0.4308 -3.8975
H 1.7612 -1.4563 -4.2602
H 2.4475 -0.4706 -2.9400
H 2.5561 0.0820 -4.6156
O -2.9695 -0.4880 2.0010
H -3.0777 -0.9603 2.8449
H -3.8445 -0.0838 1.8531
```

Properties
orbital gap (spin up / spin down) = 1.603 / 4.831 eV
lowest unoccupied orbital energy (spin up / spin down) = 4.5 / 4.4 eV
2S+1 = 3
HOMO (spin up / spin down) = 2.9 / -0.4 eV
energy = -2835.6050 a.u.
energy relative to the best compared isomer or geometry (same formula, charge and spin) = 47.38 kJ/mol
charge = -2

Mulliken atomic charge list, values in e, 6 entries:
1. Ni 0.171
2. N -0.300
3. N 0.187
4. C 0.361
5. C 1.254
6. C 0.184

3.
Below is a molecular structure, C28H35N5O3PPtS, with properties calculated with ωB97M-V/def2-TZVPD.

The geometry in XYZ format:
```
74
C28H35N5O3PPtS | the OMol25 dataset | ωB97M-V/def2-TZVPD
Pt 1.3006 -1.1292 -1.2268
C -0.8294 -2.9905 -0.8840
C 0.3471 -3.7969 -0.3008
N 1.6776 -3.2370 -0.6727
C 2.3601 -3.9602 -1.7858
C 3.0237 -3.0576 -2.8295
N 2.1857 -1.9248 -3.2357
C 0.9977 -2.1980 -4.0680
C -0.1619 -2.7591 -3.2610
N -0.3684 -2.0519 -1.9466
H -1.2904 -2.3865 -0.1039
H -1.5962 -3.6525 -1.2906
H 0.2946 -4.8442 -0.5988
H 0.2722 -3.7728 0.7848
H 2.2769 -3.2518 0.1431
H 1.6310 -4.6121 -2.2589
H 3.1267 -4.6150 -1.3713
H 3.3017 -3.6835 -3.6820
H 3.9414 -2.6365 -2.4167
H 2.7552 -1.2335 -3.7063
H 1.2234 -2.8951 -4.8805
H 0.7090 -1.2486 -4.5192
H -0.0115 -3.8114 -3.0362
H -1.0812 -2.6981 -3.8436
H -1.0938 -1.3476 -2.0697
O 1.6035 2.5628 -0.6983
S 0.2843 2.0685 -0.8096
O -0.0297 1.1059 -1.8367
O -0.0769 1.2619 0.6034
C -0.9435 3.3040 -0.5964
C -0.9311 4.4904 -1.3021
C -2.0156 5.3457 -1.1335
C -3.0788 4.9932 -0.3091
C -3.0683 3.7973 0.4031
C -1.9818 2.9493 0.2646
P -1.5798 1.4755 1.1889
C -1.4355 1.7051 2.9285
C -2.5685 2.1279 3.6323
C -2.4919 2.3005 5.0026
C -1.2969 2.0458 5.6659
C -0.1748 1.6201 4.9666
C -0.2360 1.4474 3.5938
C -2.6205 0.1106 0.7600
C -2.9685 -0.8296 1.7332
C -3.8252 -1.8680 1.3982
C -4.3288 -1.9614 0.1064
C -3.9811 -1.0222 -0.8657
C -3.1304 0.0200 -0.5453
H -0.1113 4.7466 -1.9609
H -2.0318 6.2925 -1.6564
H -3.9206 5.6648 -0.2080
H -3.8933 3.5523 1.0588
H -3.5070 2.3168 3.1240
H -3.3605 2.6330 5.5542
H -1.2401 2.1831 6.7377
H 0.7493 1.4273 5.4940
H 0.6404 1.1293 3.0449
H -2.5931 -0.7409 2.7453
H -4.1181 -2.5871 2.1512
H -5.0196 -2.7567 -0.1428
H -4.4104 -1.0856 -1.8573
H -2.8980 0.7777 -1.2853
C 4.8598 1.6647 1.9216
N 4.3059 0.9896 0.7434
C 4.8124 1.0487 -0.5298
C 3.9931 0.2988 -1.3069
N 2.9939 -0.2248 -0.5128
C 3.2126 0.2255 0.7168
H 5.8675 1.9941 1.6883
H 4.9035 0.9701 2.7562
H 4.2508 2.5286 2.1767
H 5.7014 1.6063 -0.7686
H 4.0735 0.1022 -2.3605
H 2.6233 -0.0131 1.5860
```

Properties
orbital gap (spin up / spin down) = 7.420 / 7.642 eV
lowest unoccupied orbital energy (spin up / spin down) = -8.8 / -8.7 eV
HOMO (spin up / spin down) = -16.2 / -16.3 eV
energy = -2445.4441 a.u.
energy relative to the best compared isomer or geometry (same formula, charge and spin) = 9.67 kJ/mol
charge = +3

Mulliken atomic charge list, values in e, 6 entries:
1. Pt 1.328
2. C 0.301
3. C -0.940
4. N -0.671
5. C -0.684
6. C -0.839

4.
Below is a molecular structure, C28H35N5P2STc, with properties calculated with ωB97M-V/def2-TZVPD.

The geometry in XYZ format:
```
72
C28H35N5P2STc | the OMol25 dataset | ωB97M-V/def2-TZVPD
Tc -0.1244 -0.0305 5.6257
C -1.2164 1.7988 5.1583
C -1.5615 0.7596 4.2594
C -1.0294 0.5966 2.8573
C 0.3413 -0.0985 2.7199
C 1.1744 -0.1182 3.9699
C 1.4422 1.0415 4.7576
C 1.0731 2.4416 4.2947
C -0.2813 2.9291 4.8176
C 1.4168 -1.1559 6.4915
H -1.9841 2.1095 5.8750
H -2.5815 0.3837 4.3596
H -1.0236 1.5472 2.3097
H -1.7589 -0.0284 2.3173
H 0.1578 -1.1407 2.4104
H 0.8915 0.3562 1.8813
H 1.9266 -0.9122 3.9726
H 2.3369 1.0217 5.3947
H 1.1064 2.5128 3.2007
H 1.8473 3.1124 4.6913
H -0.1133 3.5184 5.7297
H -0.7306 3.6226 4.0917
H 1.4580 -1.2306 7.5853
H 2.4395 -0.9850 6.1289
H 1.1222 -2.1620 6.1323
P 1.2884 -1.1664 -2.6441
P -1.7292 -0.6475 -2.2736
N 2.7438 -0.1843 -2.5900
N 2.0511 -2.4285 -3.6779
N -2.0059 1.0724 -2.0631
N -3.4101 -1.0171 -2.7122
C 0.4370 -0.2446 -4.0103
C -1.0691 -0.5550 -4.0057
C 3.1392 0.4655 -1.4099
C 4.1806 1.3286 -1.7073
C 4.4356 1.2284 -3.1167
C 3.5348 0.3072 -3.6361
C 2.2079 -3.7389 -3.2101
C 2.6772 -4.5289 -4.2476
C 2.8116 -3.6939 -5.4003
C 2.4225 -2.4149 -5.0250
C -1.8151 1.6708 -0.8092
C -1.9388 3.0445 -0.9515
C -2.1973 3.3148 -2.3351
C -2.2273 2.0920 -2.9945
C -4.3216 -0.3186 -3.5147
C -5.4134 -1.1399 -3.7695
C -5.1579 -2.4007 -3.1293
C -3.9258 -2.3077 -2.5060
H 0.8580 -0.4863 -4.9956
H 0.6079 0.8283 -3.8452
H -1.6164 0.1650 -4.6304
H -1.2500 -1.5478 -4.4448
H 2.6284 0.2277 -0.4863
H 4.7012 1.9652 -1.0064
H 5.1881 1.7682 -3.6774
H 3.3911 -0.0346 -4.6514
H 1.9624 -3.9649 -2.1819
H 2.9027 -5.5854 -4.1936
H 3.1523 -3.9868 -6.3848
H 2.3775 -1.5071 -5.6149
H -1.6151 1.0437 0.0477
H -1.8595 3.7751 -0.1603
H -2.3485 4.2809 -2.7919
H -2.3914 1.8766 -4.0433
H -4.1188 0.6947 -3.8290
H -6.2878 -0.8737 -4.3463
H -5.8032 -3.2664 -3.1395
H -3.3470 -3.0180 -1.9341
S -0.8513 0.5075 7.8262
C 0.0599 -0.0626 9.1056
N 0.6123 -0.4265 10.0852
```

Properties
orbital gap (spin up / spin down) = 3.627 / 3.053 eV
lowest unoccupied orbital energy (spin up / spin down) = -8.6 / -9.1 eV
2S+1 = 4
HOMO (spin up / spin down) = -12.2 / -12.2 eV
energy = -2522.6010 a.u.
energy relative to the best compared isomer or geometry (same formula, charge and spin) = 24.75 kJ/mol
charge = +2

Mulliken atomic charge list, values in e, 6 entries:
1. Tc 0.279
2. C -0.989
3. C -0.252
4. C -0.663
5. C -0.408
6. C -0.635

5.
Below is 7 unconnected molecules or ions with the total composition C28H35N7, with properties calculated with ωB97M-V/def2-TZVPD.

The geometry in XYZ format:
```
70
C28H35N7 | the OMol25 dataset | ωB97M-V/def2-TZVPD
C -1.0923 1.6217 -0.8449
C -0.6115 1.3097 0.4579
C -1.6079 0.3534 1.1653
N -2.5480 0.2168 0.1314
C -2.3414 0.9569 -1.0630
H -0.7226 2.2212 -1.5823
H 0.2828 1.6625 0.9456
H -1.6731 -0.0638 2.1258
H -3.4108 -0.3130 0.3097
H -3.2100 0.9636 -1.7569
C 0.9972 -2.5940 0.7077
C 1.3379 -1.2872 0.5015
C 2.6815 -1.1406 1.2125
N 2.8136 -2.3745 1.8773
C 1.8256 -3.2747 1.5343
H 0.0940 -3.1168 0.2726
H 0.7894 -0.5255 0.0097
H 3.2800 -0.2730 1.4330
H 3.5192 -2.5914 2.5703
H 1.8105 -4.2283 1.9396
C 4.8337 1.5045 4.4458
C 3.4510 1.4006 4.5747
C 2.8580 1.6081 3.4241
N 3.8337 2.0483 2.4802
C 5.0852 1.9799 3.0733
H 5.6135 1.4976 5.1575
H 2.8955 1.0998 5.4670
H 1.8628 1.4486 3.1405
H 3.7178 2.2461 1.4692
H 5.8891 2.2343 2.5893
C 0.4637 4.1040 -4.4476
C 1.8547 4.0721 -4.4416
C 2.2483 2.7019 -3.9653
N 1.0481 1.9873 -3.9951
C -0.0112 2.8436 -4.2878
H -0.2014 4.9455 -4.5468
H 2.6381 4.8425 -4.6713
H 3.2162 2.3090 -3.7559
H 0.8638 1.0085 -3.7128
H -0.9322 2.3467 -4.4295
C -2.9115 -2.8038 2.7674
C -4.2038 -2.9350 3.3174
C -5.2609 -2.9856 2.1318
N -4.3920 -2.8578 1.0671
C -3.0060 -2.7875 1.4212
H -1.9733 -2.6417 3.3260
H -4.3371 -3.1335 4.4123
H -6.3045 -3.2733 2.0569
H -4.7287 -2.9090 0.0801
H -2.2684 -2.8238 0.5961
C -4.8527 -1.6367 -2.2871
C -5.9535 -2.4140 -1.7939
C -5.4718 -3.8203 -1.7114
N -4.0910 -3.7596 -1.9838
C -3.7528 -2.4747 -2.3189
H -4.6957 -0.5718 -2.4785
H -6.9900 -2.1532 -1.5796
H -6.0484 -4.7272 -1.4457
H -3.5439 -4.6054 -1.9569
H -2.7546 -2.3834 -2.7313
C 4.6832 2.1988 -0.6071
C 3.8091 3.3150 -0.3784
C 2.5151 2.8652 -0.4234
N 2.4537 1.5731 -0.8343
C 3.7392 1.0372 -0.8400
H 5.7499 2.1277 -0.5654
H 4.1403 4.3323 -0.1729
H 1.5223 3.3248 -0.3055
H 1.5299 1.1248 -1.1458
H 3.9554 0.0464 -1.1310
```

Properties
orbital gap = 8.014 eV
lowest unoccupied orbital energy = 0.4 eV
SMILES string = c1cc[nH]c1.c1cc[nH]c1.c1cc[nH]c1.c1cc[nH]c1.c1cc[nH]c1.c1cc[nH]c1.c1cc[nH]c1
HOMO = -7.6 eV
energy = -1470.9695 a.u.
energy relative to the best compared isomer or geometry (same formula, charge and spin) = 556.04 kJ/mol

Mulliken atomic charge list, values in e, 6 entries:
1. C -0.108
2. C -0.224
3. C -0.892
4. N 0.102
5. C -1.279
6. H 1.029

6.
Below is 7 unconnected molecules or ions with the total composition C28H35N7, with properties calculated with ωB97M-V/def2-TZVPD.

The geometry in XYZ format:
```
70
C28H35N7 | the OMol25 dataset | ωB97M-V/def2-TZVPD
C -3.5458 0.8124 -1.8901
C -3.5999 2.2178 -2.0954
C -4.8139 2.5062 -2.6543
N -5.4766 1.3258 -2.8306
C -4.7137 0.2843 -2.3744
H -2.7030 0.2876 -1.4659
H -2.8607 2.9155 -1.7390
H -5.2426 3.4466 -2.9543
H -6.4159 1.2261 -3.1698
H -5.1071 -0.7169 -2.4051
C 3.2559 0.8227 -3.0123
C 3.8736 0.7838 -4.2978
C 3.9749 2.0718 -4.7462
N 3.4232 2.8915 -3.8023
C 2.9935 2.1373 -2.7437
H 3.0525 -0.0040 -2.3518
H 4.2035 -0.0906 -4.8336
H 4.4380 2.4700 -5.6325
H 3.4130 3.8952 -3.7905
H 2.5204 2.5834 -1.8823
C 0.2605 3.7365 -0.1991
C 0.6803 4.9951 -0.7183
C 0.4307 4.9859 -2.0638
N -0.1315 3.7810 -2.3760
C -0.2312 3.0121 -1.2506
H 0.2329 3.4707 0.8445
H 1.0396 5.8314 -0.1422
H 0.5789 5.7235 -2.8346
H -0.4326 3.4367 -3.2706
H -0.5675 1.9909 -1.2976
C -1.8019 -5.2380 0.2039
C -2.3359 -4.7670 -1.0246
C -3.6099 -4.3250 -0.7835
N -3.8551 -4.4825 0.5574
C -2.7675 -5.0468 1.1623
H -0.8170 -5.6174 0.4171
H -1.8307 -4.7557 -1.9766
H -4.3130 -3.8233 -1.4247
H -4.7251 -4.2370 0.9946
H -2.7555 -5.2851 2.2121
C 0.0782 -1.3679 5.7956
C 0.8880 -0.5277 6.6068
C 1.7465 0.1332 5.7713
N 1.4745 -0.2752 4.4986
C 0.4678 -1.1970 4.5024
H -0.6770 -2.0299 6.1867
H 0.8492 -0.4396 7.6796
H 2.5313 0.8417 5.9733
H 1.9897 0.0205 3.6845
H 0.1511 -1.6190 3.5640
C -0.1722 -0.4869 -0.4781
C -0.6477 0.1543 0.7047
C -1.5384 -0.6858 1.3124
N -1.5870 -1.8350 0.5693
C -0.7643 -1.7246 -0.5079
H 0.5832 -0.0655 -1.1206
H -0.4189 1.1214 1.1249
H -2.0726 -0.5864 2.2413
H -2.0760 -2.6847 0.8023
H -0.6385 -2.5497 -1.1858
C 2.9505 -0.1491 1.0158
C 2.5165 -1.4192 1.4742
C 3.5802 -2.0132 2.0963
N 4.6426 -1.1631 2.0075
C 4.2759 -0.0213 1.3464
H 2.4063 0.6021 0.4660
H 1.5100 -1.7935 1.3807
H 3.6888 -2.9622 2.5926
H 5.5696 -1.3075 2.3646
H 4.9749 0.7780 1.1728
```

Properties
orbital gap = 8.531 eV
lowest unoccupied orbital energy = 0.6 eV
SMILES string = c1cc[nH]c1.c1cc[nH]c1.c1cc[nH]c1.c1cc[nH]c1.c1cc[nH]c1.c1cc[nH]c1.c1cc[nH]c1
HOMO = -7.9 eV
energy = -1471.1813 a.u.
energy relative to the best compared isomer or geometry (same formula, charge and spin) = 0.00 kJ/mol

Mulliken atomic charge list, values in e, 6 entries:
1. C 0.400
2. C -0.465
3. C -0.777
4. N 0.025
5. C -0.831
6. H 0.203